A cluster of 6 separate species, C6H23NO6 in total. Source: the Open Molecules 2025 dataset; level of theory: the ωB97M-V functional and the def2-TZVPD basis.

Cartesian coordinates (Å):
C 1.554 -2.267 1.484
C 1.666 -2.228 -0.048
C 0.294 -2.129 -0.702
N -0.092 -0.744 -1.128
C -1.525 -0.493 -0.936
C -2.175 0.355 -2.055
C -1.895 0.135 0.368
O -1.451 -0.025 1.488
H 1.281 -3.269 1.808
H 0.730 -1.609 1.757
H 2.444 -1.953 2.023
H 2.284 -1.370 -0.331
H 2.200 -3.110 -0.400
H 0.156 -2.703 -1.615
H -0.428 -2.552 0.008
H 0.426 -0.138 -0.496
H -2.069 -1.431 -1.086
H -3.229 0.091 -2.197
H -1.703 0.343 -3.033
H -2.257 1.413 -1.820
H -2.927 0.542 0.368
O -1.372 -1.904 3.356
H -1.112 -1.066 3.751
H -1.579 -1.643 2.444
O 2.222 2.876 -1.271
H 2.461 2.703 -0.354
H 2.261 1.965 -1.655
O 2.402 0.343 -2.315
H 1.565 -0.147 -2.230
H 2.596 0.303 -3.258
O -0.284 2.629 2.279
H 0.674 2.626 2.341
H -0.577 1.723 2.131
O -0.376 2.084 -0.787
H 0.524 2.255 -1.115
H -0.654 2.807 -0.214

LUMO energy = 0.36 eV
SMILES = CCCN[C@H](C)C=O.O.O.O.O.O
molecular weight = 205.25 g/mol
multiplicity = 1
ΔE to the lowest compared entry with this formula, charge and spin = 40.7 kcal per mole
calculated total energy = -748.5672 Eh